Record 1
Entry from the OMol25 dataset: a 11-piece molecular cluster, C41H86O17S2 overall in a non-equilibrium geometry (the ωB97M-V functional and the def2-TZVPD basis).

The geometry in XYZ format:
```
146
Properties=species:S:1:pos:R:3:forces:R:3:mulliken_charge:R:1
C 27.0093 -9.0789 0.7878 1.03 -0.16 -0.38 0.258
C 25.7221 -9.6926 0.3080 -0.87 -0.92 1.54 -0.601
O 24.7709 -8.6462 0.0887 -0.55 0.68 -1.13 -0.247
S 23.4345 -8.8949 -0.7822 -0.23 0.46 1.15 1.146
C 22.1869 -8.5958 0.5212 0.80 -0.90 -1.31 -0.953
O 23.3250 -7.7963 -1.6878 0.12 -0.25 -0.05 -0.609
O 23.3996 -10.2544 -1.2443 0.10 0.38 0.22 -0.631
H 27.4003 -8.3735 0.0517 -0.13 0.14 0.10 -0.338
H 27.7966 -9.8333 0.8885 -0.20 -0.20 -0.23 -0.269
H 27.0219 -8.6078 1.7700 -0.64 0.19 -0.09 0.440
H 25.8003 -10.3741 -0.5412 0.21 0.43 -0.19 0.433
H 25.2286 -10.2698 1.1086 0.63 -0.29 -0.11 0.303
H 22.4388 -7.6285 0.9386 -0.22 0.00 0.15 0.286
H 22.2117 -9.4333 1.2136 0.15 0.18 0.20 0.318
H 21.2479 -8.6311 -0.0267 -0.10 0.32 0.13 0.409
C 34.5114 -4.6873 -3.2814 -0.23 -0.43 1.42 -0.889
C 34.5221 -5.5406 -4.5573 0.61 1.77 1.50 -0.213
O 33.2435 -6.0574 -4.8968 -1.35 -1.49 0.31 -0.365
S 32.6592 -7.3513 -4.0513 1.50 0.64 0.10 1.057
C 33.5579 -8.6871 -4.8276 -0.15 0.42 -0.44 -1.056
O 33.1413 -7.2194 -2.6978 -0.58 -0.20 -0.72 -0.240
O 31.2580 -7.5003 -4.3206 0.73 0.52 -0.18 -0.648
H 34.5621 -5.3504 -2.4134 0.00 0.01 -0.08 0.143
H 33.6188 -4.0967 -3.0682 -0.10 0.05 -0.66 0.211
H 35.3725 -4.0286 -3.1562 0.08 -0.01 -0.57 0.432
H 34.8028 -4.8534 -5.3527 -0.03 -0.57 -0.48 0.359
H 35.2961 -6.2780 -4.3391 -0.20 -0.45 -0.75 0.210
H 34.5743 -8.7183 -4.4459 -0.16 -0.15 0.37 0.276
H 33.6297 -8.4910 -5.8968 -0.32 0.03 0.00 0.452
H 32.9861 -9.5945 -4.6530 0.22 -0.09 0.19 0.289
C 32.7614 -8.5727 2.5181 0.89 0.32 1.84 -0.587
O 32.4778 -7.8385 1.3656 0.66 -0.24 -0.87 0.127
C 31.2413 -7.5514 0.9864 -0.41 -0.10 0.01 -0.329
O 30.2442 -7.6378 1.6542 -0.14 -0.28 0.32 -0.092
O 31.3019 -7.1570 -0.2709 0.09 -0.32 -0.43 0.389
C 30.0550 -7.1094 -0.9630 -0.30 0.22 -1.22 0.899
H 32.8054 -7.8894 3.3720 -0.39 -0.09 0.10 0.329
H 33.7917 -8.9288 2.4591 -0.06 -0.04 -0.55 0.238
H 32.1495 -9.4331 2.7871 -0.51 0.20 -0.54 -0.129
H 29.5480 -6.1702 -0.7625 -0.38 -0.27 0.32 -0.373
H 29.4494 -8.0091 -0.8533 -0.04 0.15 0.90 -0.353
H 30.2406 -7.1441 -2.0383 0.69 0.32 0.11 -0.261
C 34.2557 -4.5999 2.8346 0.37 0.65 0.59 -0.345
C 35.5575 -5.0074 2.1782 0.40 -0.33 -0.20 0.272
C 35.8482 -3.8170 1.2860 -0.65 0.35 0.00 -0.641
O 34.5632 -3.5501 0.7422 -0.33 0.21 -0.96 -0.447
C 33.5528 -3.7333 1.7392 1.07 -0.78 0.32 0.004
H 34.5595 -3.9738 3.6791 -0.50 0.08 0.10 0.381
H 33.7411 -5.4722 3.2341 -0.42 0.18 -0.19 -0.014
H 35.3287 -5.8968 1.5839 0.45 0.11 -0.34 -0.296
H 36.3734 -5.2443 2.8632 -0.14 0.01 0.14 0.331
H 36.5824 -3.9753 0.4964 -0.29 -0.21 -0.19 0.317
H 36.1399 -2.8849 1.7914 0.36 -0.41 0.56 0.282
H 32.7236 -4.2464 1.2555 -0.14 0.10 0.08 -0.079
H 33.2570 -2.7611 2.1353 -0.21 -0.03 0.02 0.291
C 29.8089 -13.4655 1.8108 -0.15 -0.81 1.09 -0.422
C 28.8166 -12.4426 2.3139 -0.14 1.01 0.05 -0.165
C 29.7377 -11.4497 3.0164 -0.85 0.67 -1.50 0.486
O 30.7698 -12.2045 3.5754 0.80 0.22 0.73 -0.473
C 30.7935 -13.5365 3.0070 -1.32 1.52 -0.64 -0.565
H 30.3000 -13.1570 0.8904 -0.04 -0.18 -0.08 0.013
H 29.3561 -14.4583 1.7837 0.03 0.04 -0.82 0.417
H 28.0989 -12.8551 3.0262 0.11 -0.19 -0.01 0.365
H 28.2466 -11.8648 1.5818 -0.01 -0.50 -0.29 -0.053
H 29.1321 -10.7673 3.6255 0.51 -0.54 1.04 0.287
H 30.1269 -10.7346 2.2689 0.28 -0.27 -0.13 -0.456
H 30.3446 -14.1480 3.7886 0.63 -0.67 -0.14 0.363
H 31.7878 -13.7749 2.6410 0.17 -0.25 0.60 0.300
C 28.9753 -4.1756 -3.0130 2.80 0.73 0.38 0.560
C 29.5653 -3.4837 -4.2631 -0.30 0.36 -0.90 -0.674
C 28.4660 -2.4469 -4.6462 0.59 0.15 0.32 -0.485
O 27.4827 -2.5240 -3.6189 0.36 0.53 -0.25 -0.473
C 28.1054 -3.0823 -2.4560 -2.61 -1.20 -0.53 0.078
H 29.8189 -4.2626 -2.3181 -0.09 -0.53 0.02 -0.265
H 28.6267 -5.1828 -3.2175 -0.79 0.25 0.11 0.219
H 29.7917 -4.1190 -5.1214 -0.32 -0.39 0.21 0.298
H 30.5294 -3.0030 -4.0866 -0.17 0.19 0.44 0.198
H 28.0397 -2.6482 -5.6289 -0.35 -0.14 0.17 0.285
H 28.8455 -1.4198 -4.6771 0.22 -0.04 -0.03 0.269
H 27.2316 -3.4735 -1.9346 0.29 -0.06 0.38 -0.218
H 28.5846 -2.3768 -1.7725 0.40 0.22 -0.46 0.248
C 32.8116 -11.0006 0.0622 -0.84 -0.34 -0.19 0.399
C 33.0504 -12.3233 -0.6955 0.83 -0.02 -0.82 -0.275
C 34.3044 -11.9753 -1.4949 0.81 -0.55 0.38 -0.766
O 34.0820 -10.6563 -1.9145 0.35 0.18 -0.37 -0.397
C 33.5264 -9.9381 -0.8189 0.24 -0.39 0.54 0.747
H 33.1678 -11.0742 1.0901 0.47 0.12 -0.14 0.274
H 31.7450 -10.7989 0.1945 -0.06 0.07 -0.28 -0.352
H 32.3282 -12.5417 -1.4843 -0.57 0.00 0.51 -0.014
H 33.2577 -13.2051 -0.0907 -0.41 0.05 0.19 0.413
H 34.5800 -12.6010 -2.3466 -0.75 0.07 -0.28 0.399
H 35.2022 -12.1227 -0.8683 -0.03 0.71 0.31 0.213
H 32.9130 -9.1465 -1.2382 -0.16 -0.02 0.22 -0.436
H 34.3335 -9.4866 -0.2316 0.02 0.17 -0.09 -0.301
C 38.4458 -8.2995 3.1492 0.69 0.85 0.56 -0.779
C 37.1530 -8.7976 2.5414 -0.43 0.60 0.91 0.460
C 37.6767 -9.4013 1.2784 0.26 -0.73 -0.24 -0.274
O 38.7702 -8.5824 0.8400 -0.27 0.25 -0.08 -0.439
C 39.3084 -7.8884 1.9582 0.51 -0.35 0.73 -0.412
H 38.9490 -9.1089 3.6835 -0.15 -0.13 -0.09 0.316
H 38.3851 -7.4795 3.8692 -0.36 -0.05 -0.05 0.350
H 36.4105 -8.0207 2.3388 0.26 0.20 0.02 -0.503
H 36.7074 -9.4709 3.2752 -0.21 -0.36 -0.46 0.362
H 36.9369 -9.4800 0.4831 0.13 0.07 -0.12 0.159
H 38.0456 -10.4041 1.5284 0.08 -0.08 -0.32 0.238
H 39.3860 -6.8047 1.8318 -0.58 -0.02 -0.48 0.283
H 40.3406 -8.1892 2.1762 0.01 -0.24 -0.41 0.269
C 29.6318 -10.3648 -3.7819 -0.37 -0.25 -1.56 0.162
C 28.8726 -10.5711 -2.5090 0.70 -0.18 2.01 0.485
C 27.9633 -11.7946 -2.7316 0.43 1.25 -1.83 -0.435
O 28.5166 -12.3570 -3.9365 -0.63 -1.60 -0.19 -0.485
C 29.7783 -11.8244 -4.2240 0.13 0.84 0.88 -0.508
H 30.6049 -9.8781 -3.7694 -0.19 0.28 0.53 -0.447
H 28.9976 -9.8625 -4.5208 0.22 0.08 -0.05 0.298
H 28.3339 -9.7350 -2.0601 0.06 0.14 -0.32 0.209
H 29.6797 -10.8408 -1.8093 -0.41 -0.03 0.43 -0.399
H 26.9753 -11.4754 -3.0715 -0.21 -0.04 0.55 0.273
H 27.8786 -12.4868 -1.8948 0.28 -0.15 -0.07 0.258
H 30.0349 -11.9046 -5.2786 -0.22 -0.35 0.00 0.384
H 30.5315 -12.3189 -3.5895 0.21 -0.01 -0.29 0.194
C 30.0890 -7.8193 4.7845 1.18 0.23 -0.93 1.037
C 30.1929 -8.0750 6.2790 -0.06 0.40 0.08 -0.865
C 29.4217 -6.8818 6.8849 -0.35 -1.24 -0.48 -0.463
O 28.6680 -6.3238 5.8129 -0.35 0.64 0.22 -0.496
C 28.8137 -7.0249 4.5803 -0.03 -0.26 0.49 0.749
H 30.2550 -8.7344 4.2152 -0.64 0.04 -0.13 -0.230
H 30.9060 -7.1826 4.4297 0.08 0.08 0.34 -0.283
H 31.2380 -8.0788 6.5871 -0.04 -0.11 0.13 0.356
H 29.7520 -9.0376 6.5388 -0.07 0.05 0.07 0.277
H 30.1155 -6.1731 7.3354 -0.23 0.35 -0.13 0.275
H 28.6860 -7.2269 7.6132 0.25 0.10 0.36 0.302
H 28.8126 -6.2295 3.8352 0.41 -0.38 -0.35 -0.722
H 27.9727 -7.6929 4.3462 -0.21 0.11 0.37 0.056
C 26.4679 -5.1704 1.7953 0.06 -0.60 0.37 0.120
C 27.4713 -4.1433 2.2594 0.28 1.33 -0.11 -0.947
C 28.5991 -4.2534 1.2403 0.06 -0.40 -0.60 0.405
O 27.9758 -4.7488 0.0353 0.28 -0.57 0.23 -0.287
C 26.6105 -5.1035 0.2827 0.13 0.91 0.62 -0.645
H 25.4572 -4.9528 2.1398 -0.02 -0.02 -0.07 0.543
H 26.7545 -6.1491 2.1917 -0.07 -0.09 -0.17 -0.387
H 27.7931 -4.2001 3.2985 0.03 -0.30 -0.04 0.497
H 27.0462 -3.1405 2.1384 -0.14 -0.05 0.08 0.316
H 29.3999 -4.9366 1.5440 -0.16 -0.22 0.05 -0.480
H 29.0876 -3.3218 0.9483 -0.16 0.21 0.35 0.339
H 26.3266 -6.0281 -0.2153 0.11 0.10 -0.23 0.242
H 26.0300 -4.2370 -0.0543 -0.41 -0.38 -0.33 0.357
```
Positions in Å, forces in eV/Å.

HOMO: -9.14 eV
SMILES: CCOS(C)(=O)=O.CCOS(C)(=O)=O.COC(=O)OC.C1CCOC1.C1CCOC1.C1CCOC1.C1CCOC1.C1CCOC1.C1CCOC1.C1CCOC1.C1CCOC1
LUMO level: 0.43 eV



Record 2
Entry from the OMol25 dataset: C39H43N4O2Y as an isolated structure in a non-equilibrium geometry (the ωB97M-V functional and the def2-TZVPD basis).

The geometry in XYZ format:
```
89
Properties=species:S:1:pos:R:3:forces:R:3:mulliken_charge:R:1
Y 2.0706 -8.6461 17.1746 0.29 -0.69 -0.69 -0.612
C -1.7003 -7.6028 17.9179 2.47 -0.99 -0.80 -1.257
C -1.3742 -6.3089 18.6372 -1.50 -0.57 0.73 0.107
C -2.3006 -6.2288 19.9302 0.79 0.70 -0.97 -1.371
C 0.0756 -6.0175 18.9301 0.03 -1.12 1.71 0.208
C 0.3729 -4.7047 19.2311 0.48 2.20 -0.09 -0.914
C 1.6594 -4.2470 19.5011 -0.25 -1.97 1.02 -1.393
C 2.6390 -5.2507 19.7482 0.27 4.39 -0.11 -0.499
C 2.3610 -6.5490 19.6570 -0.04 -2.90 -0.02 0.769
C 3.4367 -7.5575 20.1220 -1.38 0.80 0.46 2.057
C 4.8741 -7.0913 20.0459 -0.63 -0.71 -2.65 -2.253
C 3.1053 -7.9129 21.5842 -1.25 -1.27 -0.37 -1.638
C 1.0584 -6.9835 19.2756 -0.52 0.45 -0.65 0.398
N 0.8317 -8.3661 19.0232 1.35 0.91 -0.52 2.460
C 0.4516 -9.2580 19.9228 -1.69 0.01 1.37 -1.024
O -0.0442 -9.0640 21.0436 0.61 -0.21 -0.87 -0.730
C 0.5738 -10.6582 19.3848 -0.04 -0.90 0.12 0.226
C 0.0898 -11.8076 20.0268 0.58 -0.38 -1.24 -1.035
C 0.4242 -13.0313 19.4370 0.57 -0.10 -0.64 -0.444
C 1.3023 -13.1128 18.3516 -0.69 -0.78 -0.57 -0.713
C 1.6672 -11.9257 17.7494 -0.05 0.12 0.45 0.301
N 1.2574 -10.7434 18.2440 0.80 -0.14 -0.43 -0.024
C 2.6766 -11.8960 16.6464 2.06 -0.12 -0.88 -0.929
O 3.3330 -12.9024 16.3540 -1.05 -0.08 0.39 -0.675
N 2.9640 -10.6761 16.1578 -1.17 1.66 0.36 2.424
C 3.9244 -10.5180 15.1304 1.50 1.04 -1.30 -0.060
C 3.6430 -10.6635 13.7465 0.29 -0.30 0.37 0.786
C 4.6956 -10.5110 12.8188 -0.41 0.27 0.51 -1.510
C 5.9376 -10.0347 13.1502 0.29 0.87 0.76 -1.171
C 6.2043 -9.6697 14.4708 -1.49 -0.62 -0.79 -0.970
C 5.2085 -9.9143 15.4156 0.44 -0.62 0.57 0.558
C 5.5709 -9.5389 16.8267 -0.61 0.83 1.43 2.934
C 5.7383 -10.7817 17.7620 -1.07 0.17 -0.25 -1.103
C 6.7863 -8.5121 17.0246 -1.45 -1.99 -0.82 -1.485
C 2.2802 -10.9973 13.1719 -0.40 0.28 -0.93 0.430
C 1.0994 -10.0295 13.5790 1.23 0.65 -2.32 -1.119
C 1.8358 -12.3874 13.5126 0.85 -1.49 0.95 -1.330
H -2.6966 -7.7160 17.6284 -1.82 0.48 -0.48 0.534
H -1.5239 -8.5033 18.5293 0.15 0.50 -0.17 0.138
H -1.0839 -7.6937 16.9656 -0.63 -0.07 1.05 0.078
H -1.6833 -5.4916 18.0082 -0.28 0.36 -0.44 0.531
H -1.9597 -6.9766 20.6331 0.09 -0.03 0.40 0.308
H -3.3650 -6.4177 19.7022 0.55 0.10 -0.16 0.402
H -2.2030 -5.2008 20.3231 -0.14 -0.59 0.24 0.359
H -0.3957 -3.9152 19.3319 0.07 -0.76 -0.66 0.377
H 1.7904 -3.2090 19.7767 0.34 -0.03 -0.25 0.471
H 3.6160 -4.8655 20.0598 -0.18 -0.51 -0.11 0.400
H 3.3632 -8.4863 19.5150 -0.03 0.15 0.25 -0.267
H 5.2198 -6.4280 20.7702 0.24 1.03 1.51 0.526
H 5.1049 -6.6363 19.0574 -0.09 -0.33 0.47 0.143
H 5.3792 -8.0290 20.1116 1.16 -0.39 0.15 0.629
H 3.3032 -7.0983 22.2747 -0.14 0.23 -0.13 0.365
H 3.6992 -8.7562 21.8821 0.70 -0.39 0.29 0.505
H 2.0601 -8.3126 21.6968 0.82 0.87 -0.06 0.266
H -0.5486 -11.7698 20.8756 -0.24 0.30 0.59 0.574
H 0.0793 -14.0143 19.7056 -0.50 0.13 0.92 0.414
H 1.5435 -14.1194 17.8946 0.03 1.55 0.63 0.387
H 4.5429 -10.6612 11.7703 -0.54 -0.20 -0.42 0.385
H 6.6167 -9.7292 12.3742 0.34 -0.36 -0.26 0.378
H 7.0965 -9.1300 14.7317 0.19 -0.19 0.02 0.534
H 4.5738 -9.0597 17.1981 1.33 -0.03 0.04 -1.506
H 6.6692 -11.3087 17.5624 0.17 0.13 -0.09 0.490
H 4.9125 -11.4892 17.4681 0.89 0.55 0.87 0.170
H 5.7232 -10.4911 18.8539 -0.14 -0.36 -1.13 0.227
H 7.6868 -9.1248 17.1578 -0.12 0.45 0.33 0.494
H 6.5233 -7.8690 17.8255 0.30 0.30 1.14 0.077
H 6.9421 -7.8579 16.1904 -0.02 0.16 -0.51 0.313
H 2.4629 -11.0074 12.0381 -0.63 0.52 1.45 0.440
H 0.6206 -10.2197 14.5245 0.20 -0.14 0.47 0.162
H 0.3378 -10.1288 12.7958 -0.10 -0.20 0.22 0.570
H 1.4183 -8.9712 13.4668 -0.12 -0.75 0.42 -0.075
H 1.5271 -12.3942 14.5627 -0.23 -0.23 -0.24 0.177
H 2.6763 -13.1199 13.4741 -0.53 0.48 -0.14 0.320
H 1.0333 -12.7694 12.8905 -0.23 0.16 -0.12 0.453
C 1.2754 -7.1092 15.3735 -1.40 0.01 1.11 -1.570
C 2.5955 -6.5852 15.3034 -1.07 0.56 1.67 -0.297
C 3.5260 -6.8939 14.3348 1.53 0.48 0.44 -0.345
C 4.8331 -6.4865 14.5108 0.35 0.53 0.32 -0.227
C 5.1588 -5.7249 15.6472 1.89 0.08 0.91 0.178
C 4.2291 -5.3690 16.6441 0.68 0.77 -0.84 -0.821
C 2.9560 -5.7966 16.4466 0.17 -0.61 -0.52 -0.077
C 6.5503 -5.3749 15.9665 -0.14 0.57 -0.78 0.069
N 7.6210 -4.9958 16.1904 -0.74 -0.49 -0.02 -0.611
H 0.8428 -7.4610 14.4711 -0.39 -0.28 -0.62 0.968
H 0.5684 -6.4492 15.9372 0.53 -0.45 -0.46 0.425
H 3.3044 -7.4361 13.4634 -0.59 -0.72 -0.91 0.500
H 5.5889 -6.7229 13.7487 -0.29 0.12 0.56 0.476
H 4.4505 -4.6092 17.4236 0.14 -0.98 -0.46 0.513
H 2.2221 -5.4716 17.1467 -0.78 0.08 0.21 0.667
```
Positions in Å, forces in eV/Å.

HOMO: -7.84 eV
LUMO level: -0.50 eV